12
Properties=species:S:1:pos:R:3:forces:R:3 method="wB97M-V/def2-TZVPD" de_lowest_kcal_mol=118.1 homo_energy_ev=-8.82 lumo_energy_ha=0.0328 e_tot_ev=-8798.29822 smiles="N=C=COC1C=C1"
C 1.254 -0.706 0.741 0.355 0.195 0.123
H 1.795 -1.624 0.544 -0.022 0.262 0.017
C -1.103 0.594 -0.529 -0.233 -0.267 -0.184
C 1.598 0.528 0.436 -0.367 0.058 -0.032
H -1.388 1.608 -0.774 0.177 -0.084 0.172
O 0.022 -0.775 1.376 -0.007 0.007 0.086
C -1.046 -0.510 0.463 -0.371 -0.170 0.015
H 0.805 1.807 -0.569 0.574 0.360 -0.192
N 1.491 1.730 0.197 0.110 -0.393 0.072
H -0.645 -1.226 -1.843 -0.037 0.041 0.016
C -0.820 -0.593 -0.989 -0.308 0.162 -0.103
H -1.964 -0.833 0.947 0.131 -0.171 0.010